(1)
{"formula": "C2HNO2", "method": "ωB97M-V/def2-TZVPD", "symbols": ["C", "C", "N", "O", "O", "H"], "coordinates": [[1.733755, 1.993588, 1.314151], [-0.132507, 0.578336, -0.654574], [2.072762, 3.105539, 1.527380], [-1.063329, 1.312697, -0.541233], [1.312641, 0.874077, 1.006119], [0.579041, -0.005742, -1.106232]], "forces_ev_per_angstrom": [[0.201, 2.979, -0.124], [-5.317, 7.258, 3.613], [-0.304, -1.649, -0.086], [5.130, -4.718, -0.922], [-1.227, -2.082, -1.475], [1.517, -1.788, -1.006]], "de_lowest_ev": 3.793, "e_lumo_ev": -2.37, "homo_ev": -9.2, "spin_multiplicity": 1, "largest_force_ev_per_a": 9.69, "charge": 0}

---

(2)
{"formula": "C2HNO2", "method": "ωB97M-V/def2-TZVPD", "symbols": ["C", "C", "N", "O", "O", "H"], "coordinates": [[1.685493, -0.197264, 0.881062], [0.546773, -0.076012, 0.438199], [-1.422568, 0.136396, -0.532335], [-1.852894, 1.190508, -0.233368], [-1.669507, -0.693257, -1.380840], [2.712704, -0.360371, 0.827283]], "forces_ev_per_angstrom": [[-3.155, 0.270, -1.639], [-0.408, -0.270, -0.224], [1.516, -0.502, -1.278], [0.134, -1.317, -0.087], [0.796, 1.901, 2.698], [1.117, -0.082, 0.530]], "de_lowest_ev": 8.476, "e_lumo_ev": [-2.39, -2.41], "homo_ev": [-10.7, -10.5], "spin_multiplicity": 1, "largest_force_ev_per_a": 3.57, "charge": 0}

---

(3)
{"formula": "C2HNO2S", "method": "ωB97M-V/def2-TZVPD", "symbols": ["N", "C", "S", "H", "O", "C", "O"], "coordinates": [[-0.516523, -0.077315, -0.606776], [-1.625662, 0.239795, -0.295199], [-2.938030, 1.035716, -0.324913], [0.183454, -0.756254, -0.085619], [-0.073130, 0.663964, -3.990287], [-0.059922, 1.660141, -3.429939], [-0.157512, 2.628060, -2.804460]], "forces_ev_per_angstrom": [[3.428, -3.112, 1.803], [0.737, 0.689, -0.879], [-1.943, 0.449, 0.558], [-2.205, 2.000, -1.523], [0.422, -1.382, -1.135], [-0.837, 0.835, 1.196], [0.398, 0.521, -0.021]], "smiles": "N=C=S.O=C=O", "de_lowest_ev": 0.352, "e_lumo_ev": 0.24, "homo_ev": -9.7, "spin_multiplicity": 1, "largest_force_ev_per_a": 4.97, "charge": 0}

---

(4)
{"formula": "C2HNO4", "method": "ωB97M-V/def2-TZVPD", "symbols": ["O", "C", "N", "O", "H", "O", "C", "O"], "coordinates": [[-0.140258, 1.893214, -0.221188], [-0.205026, 0.739474, -0.034609], [-1.173210, -0.193910, -0.079644], [-1.427697, -1.328044, -0.561632], [-1.886749, 0.041109, 0.737261], [2.013344, 0.702288, -0.021494], [1.520233, -0.374394, 0.063430], [1.299366, -1.479738, 0.117873]], "forces_ev_per_angstrom": [[-0.300, -0.035, 0.100], [-1.514, 0.544, -0.690], [-4.290, 0.371, 2.045], [1.474, 0.276, -0.328], [1.820, -0.229, -1.326], [0.945, -1.240, 0.139], [2.832, 4.036, -0.174], [-0.967, -3.724, 0.234]], "smiles": "O=C=[NH+][O-].O=C=O", "de_lowest_ev": 4.026, "e_lumo_ev": [-1.53, -1.45], "homo_ev": [-9.9, -9.2], "spin_multiplicity": 1, "largest_force_ev_per_a": 4.93, "charge": 0}

---

Look up the charge of the second one. 0